# 1
A molecular structure, C22H13BaCl2F5N2O2S, computed with ωB97M-V/def2-TZVPD.

Geometry as XYZ:
```
48
Properties=species:S:1:pos:R:3
Ba -2.74577 0.60581 -1.48686
Cl -5.55355 0.23059 0.40927
C -5.02690 1.69847 1.30503
Cl -4.42286 2.93315 0.17147
H -4.21370 1.42599 1.97352
H -5.89109 2.09304 1.82233
O -2.37470 1.05801 2.98007
C -1.73320 0.33175 2.25283
N -0.68350 -0.46897 2.63737
C -0.06345 -1.14389 1.51238
C -1.09033 -0.76190 0.43311
O -1.06267 -1.19924 -0.74169
N -2.00803 0.10009 0.89381
C 1.32106 -0.55690 1.23296
C 1.55868 0.35153 0.21050
C 2.81876 0.91133 0.03947
C 3.85290 0.57046 0.89628
C 3.62408 -0.33965 1.92150
C 2.36868 -0.90296 2.08272
C -0.02680 -2.65863 1.65877
C 0.68495 -3.41315 0.72967
C 0.71056 -4.79415 0.82408
C 0.02740 -5.43762 1.84995
C -0.68528 -4.68965 2.77349
C -0.71636 -3.30247 2.67612
H -0.18553 -0.25790 3.48584
H 0.77480 0.61689 -0.48182
H 2.99026 1.60547 -0.77301
H 4.83503 1.00480 0.76247
H 4.42775 -0.61710 2.59113
H 2.20125 -1.63025 2.86994
H 1.22046 -2.91447 -0.06840
H 1.26896 -5.37017 0.09756
H 0.05443 -6.51683 1.92797
H -1.21924 -5.18286 3.57555
H -1.27613 -2.71807 3.39418
F 3.09803 3.29373 -5.03618
C 1.85251 3.28328 -4.55536
C 1.40105 2.22227 -3.80270
F 2.20355 1.18310 -3.54602
C 0.10861 2.24204 -3.32026
F -0.27633 1.14180 -2.59939
C -0.79291 3.27436 -3.52450
S -2.40699 3.29033 -2.83811
C -0.29579 4.32563 -4.29988
F -1.06552 5.38009 -4.57323
C 0.99097 4.33743 -4.80545
F 1.42194 5.36536 -5.53844
```

- Energy above the lowest of the compared OMol25 structures with the same formula, charge and spin: 0.0 kcal per mole
- Frontier orbital gap: 7.28 eV
- HOMO energy: -7.8 eV

=====

# 2
A molecular structure, C22H13BaCl2F5N4O4S, computed with ωB97M-V/def2-TZVPD.

Geometry as XYZ:
```
52
Properties=species:S:1:pos:R:3
Ba -0.76043 -0.78410 0.15272
N -4.55045 1.29750 3.01859
C -3.37978 0.74631 2.61271
S -3.59167 -0.52222 1.42431
N -2.29001 1.30919 3.08615
N -1.06227 1.20618 2.54260
C -0.06324 1.67264 3.25554
C 1.38471 1.60394 2.98520
C 2.32091 2.27614 3.78242
C 3.71858 2.07758 3.55528
C 4.06717 1.41009 2.33868
C 3.06678 0.81045 1.58337
N 1.79447 0.80970 1.95635
H -5.39931 0.83484 2.85845
H -4.53451 2.07599 3.72260
H -0.27407 2.18734 4.15469
H 1.87873 2.79219 4.70104
H 4.49582 2.38952 4.26424
H 5.08351 1.25293 2.10987
H 3.29904 0.20643 0.45864
Cl 0.25219 4.95275 -5.20878
C -0.14942 4.03111 -3.83203
C -0.04225 4.56076 -2.56407
C -0.41272 3.72888 -1.50572
Cl -0.42544 4.39135 0.04466
C -0.70978 2.33052 -1.70518
O -0.99257 1.59229 -0.67963
C -0.73193 1.79839 -3.06484
C -0.96854 0.39534 -3.41330
O -0.86417 -0.59505 -2.71186
C -0.55311 2.70930 -4.08118
H 0.27197 5.60519 -2.39162
H -1.28482 0.34033 -4.46693
H -0.74793 2.52382 -5.09326
C 3.11460 -0.61852 -2.76163
C 2.73810 -0.56168 -1.29599
O 3.66566 -0.07067 -0.52814
O 1.66772 -0.93481 -0.85237
H 2.22968 -0.72462 -3.30967
H 3.73216 -1.55022 -2.86634
H 3.71432 0.34295 -2.91548
F -2.25703 -4.54023 -2.62169
C -1.92367 -4.85600 -1.32982
C -1.51057 -3.94791 -0.41086
C -1.34261 -4.23747 0.91171
F -1.20187 -3.19978 1.83221
C -1.45088 -5.52417 1.29083
F -0.96251 -5.91356 2.57605
C -1.86421 -6.51672 0.41063
F -1.86399 -7.80944 0.80415
C -1.98656 -6.19531 -0.94600
F -2.34381 -7.15948 -1.87729
```

- Energy above the lowest of the compared OMol25 structures with the same formula, charge and spin: 34.1 kcal per mole
- Total charge: -2
- Frontier orbital gap: 6.08 eV
- HOMO energy: -2.1 eV

=====

# 3
A molecular structure, C22H14F3NO8Ta, computed with ωB97M-V/def2-TZVPD.

Geometry as XYZ:
```
49
Properties=species:S:1:pos:R:3
Ta -0.51408 0.12405 0.16788
O -3.07728 5.37303 -1.93676
C -2.65682 4.21901 -1.43944
C -2.69454 3.91817 -0.06591
C -2.20784 2.70472 0.32545
N -1.72740 1.82431 -0.55192
C -1.71742 2.09348 -1.86033
C -2.15074 3.28473 -2.35949
C -1.10619 0.95288 -2.63019
O -1.05127 0.86761 -3.80486
O -0.62386 0.01857 -1.74410
C -2.09981 2.15205 1.72052
O -2.57708 2.61697 2.69577
O -1.35869 0.99904 1.67984
H -3.40948 5.97113 -1.25315
H -3.08178 4.61557 0.66759
H -2.11531 3.50446 -3.41802
O 0.89567 -0.18833 2.12479
C 1.49812 -1.50561 2.32697
C 1.19699 -2.25722 1.02215
O 1.59558 -3.31631 0.71228
O 0.33054 -1.51655 0.22610
C 0.76617 -2.17702 3.48497
C -0.49893 -2.72963 3.29421
C -1.20452 -3.25650 4.36229
C -0.65369 -3.22879 5.63834
C 0.60098 -2.67760 5.83636
C 1.31224 -2.15346 4.76351
C 2.99994 -1.39479 2.52665
C 3.75496 -2.56006 2.64998
C 5.12490 -2.48281 2.83609
C 5.75375 -1.24652 2.90442
C 5.00459 -0.08751 2.78239
C 3.62986 -0.15892 2.58844
H 0.65529 0.17228 2.99075
H -0.93963 -2.78636 2.30335
H -2.17930 -3.69789 4.19932
H -1.20219 -3.64416 6.47356
H 1.03580 -2.65535 6.82755
H 2.29595 -1.73366 4.92192
H 3.27124 -3.52835 2.60278
H 5.70221 -3.39400 2.93015
H 6.82460 -1.18849 3.04778
H 5.48611 0.88028 2.83255
H 3.06568 0.75626 2.48102
F 1.48959 2.21696 0.95774
C 1.26169 1.41521 -0.09992
F 1.12705 2.24469 -1.16500
F 2.36478 0.68909 -0.31389
```

- Energy above the lowest of the compared OMol25 structures with the same formula, charge and spin: 28.4 kcal per mole
- Total charge: +1
- Frontier orbital gap: 6.72 eV
- HOMO energy: -11.9 eV

=====

# 4
A molecular structure, C22H14F6NO5S3, computed with ωB97M-V/def2-TZVPD.

Geometry as XYZ:
```
51
Properties=species:S:1:pos:R:3
F -5.04419 4.67998 1.46356
C -4.42355 3.70985 2.20296
F -4.02395 4.29049 3.37293
F -5.38294 2.77989 2.51682
C -3.28429 3.08422 1.44945
C -2.14470 2.66005 2.13182
C -1.11172 2.08098 1.41161
C -1.20999 1.92246 0.01962
C -0.14236 1.13652 -0.68793
S -1.20787 -2.96116 -2.02923
C -0.44429 -3.82792 -0.56478
C 0.93166 -3.78560 -0.37117
C 1.48635 -4.42975 0.73802
C 0.66232 -5.12545 1.62858
C -0.71895 -5.15477 1.41688
C -1.27753 -4.49421 0.31367
O -1.68685 -1.66721 -1.52922
O -2.21128 -3.87684 -2.56026
C -2.36737 2.33366 -0.63832
C -3.41408 2.90488 0.07661
H -2.06316 2.77679 3.20859
H -0.20887 1.73338 1.92046
H -0.25990 0.05786 -0.48948
H 1.56870 -3.25266 -1.07596
H 2.56471 -4.40415 0.89377
H 1.10121 -5.63817 2.48743
H -1.36935 -5.69092 2.10910
H -2.35528 -4.50685 0.15048
H -2.44796 2.19837 -1.71886
H -4.31862 3.21951 -0.43503
F 3.16925 3.11455 -2.01600
C 2.42946 3.97993 -1.26838
F 3.25784 4.58094 -0.36824
F 1.92711 4.93975 -2.10335
S 1.05935 3.21754 -0.39857
N 3.47746 -1.01494 0.76944
C 2.82515 0.23148 0.72133
O 2.64047 0.97856 1.69073
C 2.28091 0.50031 -0.64516
C 1.24437 1.53782 -0.86803
C 0.30941 1.38236 -2.11767
C 0.61021 0.27730 -2.98392
C 1.65961 -0.56615 -2.74927
C 2.46957 -0.46208 -1.59767
S 3.49005 -1.68554 2.16828
O 2.24915 -2.22413 2.67972
O 4.62980 -1.48495 3.02427
H -0.09306 2.30863 -2.55970
H -0.01528 0.16340 -3.86946
H 1.90818 -1.34457 -3.47373
H 3.27509 -1.18344 -1.44674
```

- Energy above the lowest of the compared OMol25 structures with the same formula, charge and spin: 0.0 kcal per mole
- Total charge: -1
- Frontier orbital gap: 3.54 eV
- HOMO energy: -3.5 eV